C24H21AuN2O2S3 | the ωB97M-V functional and the def2-TZVPD basis

Properties
Energy above the lowest of the compared OMol25 structures with the same formula, charge and spin ... 32.7 kJ/mol
HOMO ... -7.33 eV
HOMO-LUMO gap ... 6.0786 eV
Lowest unoccupied orbital energy ... -1.251 eV

Each line ends with the natural charge from an NBO analysis.
Cartesian coordinates (Å):
H  5.816  3.471  -0.130  0.213
Au  0.084  0.209  -0.262  1.063
H  -3.444  0.095  2.733  0.400
H  -3.901  -10.481  0.374  0.239
H  -3.821  -1.806  1.136  0.240
C  -0.567  -6.641  -0.749  -0.201
H  2.011  -1.286  4.798  0.226
C  0.987  -0.660  3.019  0.062
H  -0.302  -7.342  -1.527  0.238
S  2.409  0.067  -0.459  0.024
C  -0.605  0.848  4.626  -0.256
C  4.293  1.991  -0.276  -0.256
H  -3.962  -1.215  -0.528  0.256
N  0.031  0.076  2.465  -0.466
H  -4.652  -9.915  -1.156  0.235
C  -0.640  -4.372  0.088  -0.147
H  -1.268  1.453  5.232  0.217
S  -1.556  -8.818  0.673  0.145
C  -0.178  -1.783  -0.226  -0.434
C  3.843  4.352  -0.143  -0.220
H  -1.493  2.049  1.669  0.264
S  0.285  2.544  -0.388  -0.195
H  -4.583  -8.865  0.287  0.246
C  -0.758  0.809  3.249  0.203
H  -5.000  -0.537  0.749  0.234
C  -0.383  -2.969  -0.081  -0.046
C  -1.220  -4.847  1.267  -0.142
C  2.912  1.729  -0.330  -0.129
C  -0.317  -5.288  -0.914  -0.180
C  -4.060  -9.630  -0.290  -0.722
H  1.584  -1.252  2.334  0.219
C  -1.490  -6.195  1.429  -0.231
H  -1.950  -6.557  2.339  0.221
C  4.752  3.282  -0.178  -0.222
H  0.141  -4.928  -1.826  0.226
C  -1.884  1.516  2.534  -0.274
C  0.408  0.095  5.203  -0.158
C  1.216  -0.679  4.388  -0.255
H  1.783  4.933  -0.193  0.215
H  -1.464  -4.143  2.053  0.208
H  -2.373  2.232  3.194  0.209
H  0.556  0.106  6.275  0.221
O  -2.245  0.539  -0.141  -0.688
H  4.205  5.369  -0.067  0.213
N  -2.873  0.560  2.047  -0.574
C  -1.171  -7.096  0.417  -0.183
O  -2.459  -8.762  -1.841  -0.516
H  4.987  1.161  -0.316  0.215
C  -2.740  -9.055  -0.720  0.480
C  2.491  4.114  -0.207  -0.209
C  1.999  2.799  -0.296  -0.244
C  -4.007  -0.926  0.517  -0.712
C  -2.953  0.116  0.778  0.729